86
Properties=species:S:1:pos:R:3:forces:R:3 method="wB97M-V/def2-TZVPD" charge=+1 largest_force_ev_per_a=3.7 e_above_lowest_kj_mol=165.3 e_tot_ha=-2605.38813
C -1.469 -2.627 -3.484 0.1709 1.3309 0.6231
C -0.333 -2.064 -2.510 -0.1207 0.3197 -0.9424
C 1.068 -2.742 -2.692 0.5985 1.2260 -0.6533
N 1.237 -4.115 -2.131 -1.4093 -0.6225 0.2642
C 0.182 -4.589 -1.345 -0.4482 -0.5651 0.9686
C 0.131 -4.089 0.064 -2.1312 -0.9231 0.3838
C 1.166 -3.064 0.604 0.3368 1.2827 -0.3003
O 2.338 -3.170 0.451 -0.3033 -0.8689 0.1107
O 0.689 -1.933 1.272 -0.6163 -1.3179 -1.1290
C -0.899 -4.551 0.956 0.3591 -0.5187 -2.6467
C -1.865 -5.522 0.417 1.2470 1.2595 1.0624
O -2.851 -5.964 1.295 0.5794 0.7528 -3.5970
N -2.246 -6.309 2.545 -0.4788 0.0969 2.6142
O -3.027 -6.126 3.380 0.9142 -0.5816 -0.5209
N -1.821 -5.974 -0.868 0.4519 -0.3221 1.0727
C -2.873 -6.969 -1.229 -1.4762 -0.6498 0.3472
C -4.279 -6.221 -1.398 0.4176 -1.3187 -0.3750
C -5.158 -6.941 -2.498 0.5821 0.7188 0.0901
F -3.970 -4.882 -1.732 -0.5718 -0.9179 0.2178
C -0.838 -5.547 -1.762 0.7408 1.5794 1.0273
S -0.807 -6.184 -3.487 0.3823 -1.0720 -2.1423
O -0.081 -5.316 -4.368 -1.0662 -0.1586 1.4289
O -0.422 -7.569 -3.504 -1.0335 1.2675 0.9006
F -2.374 -6.127 -3.966 1.9730 0.2084 1.1534
H -1.020 -2.920 -4.460 -0.4142 -0.1143 0.8744
H -2.123 -1.736 -3.703 0.3740 -1.0776 0.2350
H -2.108 -3.408 -3.007 0.5595 0.4068 -0.6113
H -0.689 -1.992 -1.444 0.3100 -0.2535 -0.8947
H -0.199 -0.993 -2.837 0.1795 -1.0525 0.4921
H 1.890 -2.066 -2.320 -0.8930 -0.6833 -0.1073
H 1.247 -2.818 -3.803 -0.2391 -0.0236 1.0987
H 1.590 -4.801 -2.793 -0.3155 0.3986 0.0047
H 0.015 -1.518 0.698 0.0170 -0.0979 0.5414
H -0.999 -4.202 2.013 0.1534 -0.3084 -1.1904
H -2.603 -7.603 -2.103 0.0934 0.9223 0.6011
H -3.023 -7.681 -0.369 0.5233 0.7586 -0.7966
H -4.798 -6.275 -0.404 0.4783 0.6486 -0.9601
H -6.009 -7.483 -2.020 0.6425 0.5687 -0.5109
H -5.508 -6.124 -3.185 0.0300 -0.8991 0.6561
H -4.554 -7.661 -3.114 -0.5670 0.6864 0.6286
C 2.102 2.073 1.559 0.2696 -0.0336 -0.0777
O 3.163 1.736 0.690 -0.3104 0.0205 -0.2138
C 3.173 0.355 0.358 0.4872 0.4258 0.0229
C 3.842 0.131 -0.987 -0.1302 -0.1741 -0.0001
O 3.004 0.454 -2.098 -0.0069 -0.0100 0.1455
C 2.781 1.843 -2.343 -0.0191 0.0050 -0.2627
C 3.991 2.559 -2.918 0.0086 0.2218 0.4252
O 4.935 2.844 -1.895 0.0746 -0.3335 -0.0360
C 6.260 2.904 -2.384 -0.1473 0.1021 0.1060
H 2.215 1.560 2.519 -0.1616 -0.0068 0.0543
H 2.127 3.149 1.724 0.0819 -0.0352 -0.0114
H 1.138 1.816 1.103 -0.0736 -0.0486 0.1070
H 2.153 -0.042 0.324 -0.0045 -0.0125 0.0038
H 3.739 -0.167 1.139 -0.1146 -0.2761 -0.0481
H 4.048 -0.939 -1.083 -0.0939 0.0088 -0.0071
H 4.802 0.645 -1.054 -0.0998 0.1713 0.1358
H 2.399 2.344 -1.453 0.2303 0.0628 0.0709
H 1.985 1.879 -3.092 0.0724 -0.0802 -0.0448
H 3.680 3.514 -3.358 -0.1226 -0.0920 -0.1989
H 4.442 1.935 -3.698 -0.0315 -0.0073 -0.0002
H 6.542 1.955 -2.852 0.0315 0.0383 -0.1134
H 6.925 3.080 -1.540 -0.0980 0.0517 0.0069
H 6.369 3.724 -3.102 0.1107 -0.0583 -0.0720
C 1.520 6.646 5.042 -0.1385 0.1107 -0.1629
O 0.505 6.837 4.076 -0.0702 -0.2834 0.1715
C 0.634 5.952 2.972 -0.2115 0.5284 0.0533
C -0.717 5.716 2.318 0.0870 -0.2234 -0.0249
O -1.543 4.800 3.035 0.0677 0.1491 0.0173
C -2.117 5.280 4.249 -0.1961 -0.1334 -0.0395
C -3.241 6.281 4.034 0.3247 0.2902 0.2058
O -2.715 7.564 3.723 0.0159 -0.1143 -0.3185
C -3.597 8.330 2.927 0.1344 -0.0194 0.1935
H 2.502 6.877 4.618 0.0927 -0.0838 0.0842
H 1.324 7.319 5.876 -0.0254 0.0437 -0.0889
H 1.504 5.617 5.417 0.1259 -0.0267 -0.0115
H 1.055 4.993 3.292 -0.0145 -0.0344 -0.0026
H 1.313 6.423 2.250 0.0615 -0.2076 -0.1506
H -0.540 5.245 1.347 0.0082 -0.0766 0.0731
H -1.243 6.652 2.124 0.1197 0.0977 0.1936
H -1.352 5.670 4.921 -0.0418 0.2291 -0.0775
H -2.545 4.398 4.733 -0.0296 -0.0115 -0.1105
H -3.830 6.378 4.954 -0.1130 -0.2142 -0.0054
H -3.892 5.924 3.227 0.0146 -0.0222 0.0078
H -3.814 7.814 1.985 -0.1264 -0.0061 0.0013
H -3.108 9.276 2.694 0.0197 -0.0363 0.0990
H -4.527 8.532 3.468 -0.0882 0.0187 -0.1188